1.
{
  "formula": "C3H3NOS",
  "method": "ωB97M-V with the def2-TZVPD basis set",
  "homo_energy_ev": [-9.69, -10.29],
  "charge": 0,
  "multiplicity": 3,
  "s2": 2.021,
  "e_above_lowest_ev": 0.9662,
  "total_energy_ev": -17528.32559,
  "symbols": ["C", "C", "C", "N", "O", "S", "H", "H", "H"],
  "xyz": [[1.33895, -0.61386, 0.13431], [-0.16875, 1.32519, -0.38129], [0.34651, 0.29425, 0.47530], [2.01365, -1.43949, -0.27185], [-0.87411, 2.23041, 0.00325], [-1.93730, -1.36535, -0.04555], [0.08130, 1.15817, -1.41792], [-0.09317, 0.28358, 1.40422], [-0.70706, -1.87290, 0.09953]],
  "forces_ev_per_a": [[-1.2, 1.0, 0.0], [0.0, 0.0, -0.4], [0.5, 0.7, -0.5], [1.4, -1.4, -0.5], [0.1, 0.0, 0.1], [-0.3, -0.2, -0.1], [0.2, 0.4, -0.9], [-0.5, -0.2, 2.3], [-0.1, -0.3, 0.0]],
  "nbo_charge": [0.1904, 0.3419, -0.2450, -0.2498, -0.4777, -0.0130, 0.1194, 0.2341, 0.0997]
}

***

2.
{
  "formula": "C3H3NOS2",
  "method": "ωB97M-V with the def2-TZVPD basis set",
  "homo_energy_ev": -9.29,
  "charge": 0,
  "smiles": "O=C1S[C@@H]1/N=C/S",
  "multiplicity": 1,
  "e_above_lowest_ev": 1.8822,
  "total_energy_ev": -28365.95184,
  "symbols": ["C", "C", "C", "N", "O", "S", "S", "H", "H", "H"],
  "xyz": [[0.93709, -0.00003, -0.84258], [1.99076, -0.47745, 0.07577], [-1.20390, 0.15941, 0.19794], [-0.37645, -0.26094, -0.65662], [2.52353, -1.44180, 0.50707], [1.98981, 1.22923, 0.23853], [-2.82751, -0.45367, 0.18119], [1.21042, 0.08401, -1.88721], [-0.98141, 0.90930, 0.95833], [-3.26233, 0.25193, 1.22758]],
  "forces_ev_per_a": [[1.0, 0.3, -0.1], [-0.1, -0.2, -0.1], [0.8, 0.1, -0.2], [-1.7, -0.5, 0.3], [0.1, -0.4, 0.1], [-0.2, 0.6, 0.1], [-0.3, -0.2, -0.1], [0.1, 0.1, 0.0], [0.2, 0.1, 0.0], [0.0, 0.1, 0.1]],
  "nbo_charge": [-0.1378, 0.4026, -0.0180, -0.4463, -0.4847, 0.0444, 0.0891, 0.2350, 0.1900, 0.1257]
}

***

3.
{
  "formula": "C3H3NOS3",
  "method": "ωB97M-V with the def2-TZVPD basis set",
  "homo_energy_ev": -9.09,
  "charge": 0,
  "smiles": "O=C1CSC(=S)N1S",
  "multiplicity": 1,
  "e_above_lowest_ev": 1.1476,
  "total_energy_ev": -39201.29405,
  "symbols": ["C", "C", "C", "H", "H", "H", "N", "O", "S", "S", "S"],
  "xyz": [[-0.30980, -0.39399, -0.82652], [-1.44563, -0.52955, 0.30322], [0.50889, 0.95618, 1.07567], [2.21742, -0.54340, -1.91045], [-2.37719, -0.29126, -0.32758], [-1.73227, -1.35413, 0.92720], [0.69475, 0.33861, -0.17147], [-0.42943, -0.89255, -1.96245], [2.38862, 0.39054, -0.80570], [-1.23082, 0.89869, 1.55235], [1.71546, 1.42087, 2.14573]],
  "forces_ev_per_a": [[-1.8, -1.6, 0.7], [-2.2, 3.0, -2.0], [0.0, -0.9, 1.3], [-0.2, 1.4, 1.8], [1.1, -0.3, 1.1], [0.9, -1.0, -0.3], [1.8, -0.1, -1.4], [1.4, 1.9, 3.6], [-1.1, -1.1, -1.1], [1.4, -1.1, -1.8], [-1.3, -0.2, -1.8]],
  "nbo_charge": [0.7052, -0.6156, -0.0921, 0.1670, 0.2490, 0.2620, -0.5984, -0.5375, 0.1854, 0.2909, -0.0158]
}

***

4.
{
  "formula": "C3H3NS",
  "method": "ωB97M-V with the def2-TZVPD basis set",
  "homo_energy_ev": -9.48,
  "charge": 0,
  "smiles": "CC(=S)C#N",
  "multiplicity": 1,
  "e_above_lowest_ev": 3.8247,
  "total_energy_ev": -15479.93234,
  "symbols": ["C", "C", "C", "H", "H", "H", "N", "S"],
  "xyz": [[-0.07635, -0.81783, 0.78633], [-0.12313, 0.50526, -0.10778], [0.86874, 0.55160, -1.19277], [-1.17756, -0.78397, 1.31092], [0.58173, -0.71504, 1.88328], [-0.15212, -1.59942, -0.05640], [1.33915, 1.08504, -2.35950], [-1.26046, 1.77437, -0.26408]],
  "forces_ev_per_a": [[-3.3, 2.5, 2.1], [-0.6, 0.6, -0.2], [3.5, 6.0, -10.8], [2.5, -0.3, -1.4], [-1.1, -0.8, -4.0], [1.1, 0.4, 2.1], [-4.0, -5.7, 11.3], [1.9, -2.6, 1.0]],
  "nbo_charge": [-0.7130, -0.1944, 0.1535, 0.2441, 0.2929, 0.2693, -0.2105, 0.1583]
}

***

5.
{
  "formula": "C3H3NS2",
  "method": "ωB97M-V with the def2-TZVPD basis set",
  "homo_energy_ev": -8.22,
  "charge": 0,
  "smiles": "S=c1cc[nH]s1",
  "multiplicity": 1,
  "e_above_lowest_ev": 1.1327,
  "total_energy_ev": -26318.15465,
  "symbols": ["C", "C", "C", "N", "S", "S", "H", "H", "H"],
  "xyz": [[0.86253, 0.90733, -0.14068], [-0.06978, -0.02437, -0.08949], [2.46128, 0.04772, -0.03860], [0.32842, -1.34024, -0.09698], [3.88802, 0.77447, 0.02625], [2.01654, -1.59850, -0.00211], [0.90163, 1.96420, -0.19986], [-1.13508, 0.13975, -0.08162], [-0.24887, -2.05970, 0.31025]],
  "forces_ev_per_a": [[4.3, -2.6, 0.4], [-0.2, 0.0, 0.0], [-4.2, 2.3, -0.1], [0.2, -0.5, -0.1], [0.5, -0.1, -0.1], [-0.2, 0.2, 0.0], [-0.2, 0.6, 0.0], [-0.2, 0.1, 0.0], [0.0, 0.1, 0.1]],
  "nbo_charge": [-0.2660, -0.0340, -0.4271, -0.7341, 0.0009, 0.5835, 0.2382, 0.2253, 0.4134]
}

***

6.
{
  "formula": "C3H3NS2",
  "method": "ωB97M-V with the def2-TZVPD basis set",
  "homo_energy_ev": -8.65,
  "charge": 0,
  "multiplicity": 1,
  "e_above_lowest_ev": 3.1953,
  "total_energy_ev": -26316.09204,
  "symbols": ["C", "C", "C", "N", "S", "S", "H", "H", "H"],
  "xyz": [[1.22277, -0.20221, -0.17100], [0.67806, -1.40822, 0.34170], [-1.32623, 0.77600, 0.39677], [1.25144, 0.88336, -0.54972], [-0.85623, -0.65699, 0.96117], [-0.90779, 1.98873, -0.74607], [0.56351, -1.85998, -0.64097], [1.41227, -2.08034, 0.89157], [-2.03781, 2.55964, -0.48345]],
  "forces_ev_per_a": [[1.4, 1.4, 0.1], [2.6, -0.8, -1.7], [0.2, 0.2, -0.6], [1.7, -0.4, -0.3], [-2.4, 0.1, 1.5], [0.2, -1.5, 0.9], [-0.9, -1.1, 0.1], [-1.3, 1.1, 0.0], [-1.4, 1.0, 0.0]],
  "nbo_charge": [0.2970, -0.7492, -0.5582, -0.3777, 0.5009, 0.2425, 0.2659, 0.2839, 0.0949]
}